Record 1
87
Properties=species:S:1:pos:R:3 method="wB97M-V/def2-TZVPD" orbital_gap_ev=10.189 total_energy_ev=-94265.062 e_lumo_ev=-0.2
C 14.678 8.661 6.140
C 13.705 8.911 7.303
C 13.860 10.204 8.016
O 12.595 10.777 7.948
C 11.751 9.977 7.282
O 10.598 10.255 7.161
O 12.356 8.930 6.822
H 14.375 7.732 5.652
H 15.700 8.501 6.484
H 14.698 9.590 5.555
H 13.679 8.096 8.033
H 14.576 10.864 7.506
H 14.102 10.077 9.071
C 11.516 15.743 7.029
C 10.927 15.103 8.247
C 11.122 15.836 9.560
O 9.866 16.302 9.914
C 8.941 15.769 9.129
O 7.745 15.927 9.276
O 9.501 15.039 8.149
H 12.572 15.535 6.860
H 11.329 16.819 7.041
H 11.013 15.387 6.115
H 11.240 14.062 8.392
H 11.834 16.660 9.502
H 11.522 15.230 10.382
C 16.588 23.175 9.982
C 15.879 22.103 9.099
C 16.747 20.967 8.686
O 16.158 19.824 9.324
C 15.045 20.209 9.965
O 14.339 19.387 10.492
O 14.848 21.502 9.914
H 17.399 23.614 9.396
H 17.038 22.623 10.806
H 15.961 23.965 10.382
H 15.296 22.537 8.245
H 17.734 21.124 9.141
H 16.845 20.835 7.596
C 15.622 16.852 8.710
C 15.654 15.377 8.819
C 14.590 14.715 9.725
O 13.992 13.751 8.945
C 14.517 13.783 7.690
O 14.167 13.038 6.799
O 15.501 14.705 7.611
H 16.500 17.240 8.193
H 15.797 17.197 9.730
H 14.739 17.336 8.293
H 16.621 15.105 9.259
H 13.830 15.378 10.119
H 15.040 14.195 10.574
C 11.730 12.714 13.639
C 13.154 13.180 13.851
C 13.276 13.896 15.199
O 13.496 12.787 16.076
C 13.950 11.737 15.397
O 14.365 10.731 15.882
O 13.924 12.005 14.082
H 11.365 12.152 14.506
H 11.829 12.028 12.803
H 10.932 13.470 13.530
H 13.536 13.676 12.946
H 12.362 14.414 15.495
H 14.081 14.622 15.316
C 21.760 16.340 9.012
C 22.176 15.949 7.560
O 21.198 16.469 6.722
S 19.900 16.896 7.572
O 19.080 15.748 7.718
O 19.426 18.127 7.036
O 20.699 17.229 8.925
H 22.570 16.871 9.508
H 21.492 15.449 9.573
H 22.191 14.859 7.401
H 23.121 16.380 7.224
C 20.126 15.559 12.594
C 19.704 14.543 11.486
O 18.801 15.208 10.732
S 17.966 16.236 11.665
O 16.814 15.435 12.040
O 17.907 17.506 11.043
O 19.015 16.195 12.937
H 20.825 16.329 12.227
H 20.482 14.920 13.400
H 19.256 13.628 11.899
H 20.607 14.238 10.942

Record 2
94
Properties=species:S:1:pos:R:3 method="wB97M-V/def2-TZVPD" orbital_gap_ev=1.927 total_energy_ev=-338850.179 e_lumo_ev=-10.8 charge=+2
O 6.365 1.776 2.881
C 6.933 1.278 3.819
O 6.214 0.675 4.825
C 5.061 -0.066 4.483
P 5.346 -1.112 2.969
S 6.827 -2.328 3.235
C 3.796 0.849 4.532
F 3.023 0.422 5.578
F 4.128 2.121 4.777
C 2.813 0.891 3.362
F 2.194 -0.329 3.164
F 3.368 1.317 2.207
B 8.555 1.281 3.924
O 9.250 0.245 4.428
O 9.187 2.369 3.424
H 4.938 -0.783 5.294
H 5.496 -0.263 1.872
H 4.134 -1.784 2.753
H 2.000 1.576 3.607
H 8.793 -0.256 5.113
H 8.800 2.699 2.606
C -2.970 -0.069 -2.545
C -3.263 0.400 -1.108
C -2.068 0.855 -0.282
N -1.188 -0.242 0.325
C -1.969 -1.017 1.303
C -0.549 -1.126 -0.700
C 0.563 -0.311 -1.251
C 1.181 0.375 -0.029
C 0.028 0.423 1.002
H -2.778 -1.141 -2.621
H -3.837 0.118 -3.175
H -2.124 0.462 -2.987
H -3.862 -0.342 -0.575
H -3.899 1.286 -1.168
H -2.404 1.435 0.581
H -1.405 1.492 -0.866
H -2.797 -1.525 0.789
H -2.354 -0.374 2.094
H -1.273 -1.741 1.777
H -0.104 -2.027 -0.194
H -1.276 -1.471 -1.435
H 0.138 0.395 -1.963
H 1.241 -0.955 -1.804
H 1.576 1.360 -0.263
H 2.007 -0.209 0.373
H -0.260 1.426 1.305
H 0.271 -0.162 1.888
C 0.996 0.711 -4.985
Cl -0.088 2.063 -4.593
Cl 2.624 1.040 -4.411
Cl 0.390 -0.785 -4.284
H 1.023 0.594 -6.061
O -0.032 -4.241 -4.441
Cl -1.003 -4.008 -3.428
O -0.405 -3.139 -2.374
O -1.387 -5.225 -2.775
O -2.146 -3.321 -3.949
Br 3.749 -2.684 -4.079
C 4.569 -3.260 -5.752
C 5.405 -2.170 -6.368
Br 4.309 -0.801 -7.209
H 3.759 -3.582 -6.396
H 5.190 -4.114 -5.490
H 6.026 -2.574 -7.164
H 6.030 -1.666 -5.639
Mg -1.055 -3.298 1.113
C -2.603 6.289 1.170
C -3.385 5.175 1.453
C -2.867 4.138 2.212
C -1.566 4.244 2.676
C -0.769 5.343 2.404
C -1.299 6.371 1.642
N -1.014 3.160 3.500
O -1.715 2.176 3.702
O 0.118 3.282 3.919
H -3.015 7.100 0.585
H -4.402 5.119 1.090
H -3.468 3.272 2.448
H 0.241 5.399 2.782
H -0.695 7.240 1.421
Cl -4.314 -3.473 0.309
C -6.055 -3.391 0.816
C -6.663 -2.106 0.340
Cl -5.970 -0.700 1.207
H -6.088 -3.490 1.897
H -6.547 -4.251 0.366
H -7.734 -2.120 0.539
H -6.512 -1.963 -0.728
C -9.125 -2.898 -3.062
Cl -10.148 -1.478 -2.974
Cl -7.410 -2.441 -2.965
Cl -9.513 -4.046 -1.779
H -9.281 -3.383 -4.016

Record 3
77
Properties=species:S:1:pos:R:3 method="wB97M-V/def2-TZVPD" orbital_gap_ev=5.330 total_energy_ev=-60025.822 e_lumo_ev=-5.0 charge=+1
N 7.560 -0.611 0.998
C 6.269 0.048 1.404
C 5.201 0.012 0.174
C 4.320 1.369 0.123
C 2.777 0.962 -0.018
O 1.863 1.757 0.829
C 1.262 2.743 0.014
O 2.018 3.575 -0.565
C -0.298 2.936 -0.220
C -0.803 2.877 -1.693
N 0.101 2.610 -2.819
C -2.298 3.104 -1.997
F -2.742 3.050 -3.343
N -3.268 3.367 -0.929
S -4.920 3.645 -1.489
C -2.871 3.391 0.458
C -3.943 3.635 1.641
C -4.264 2.222 2.382
C -5.070 1.214 1.392
N -4.616 -0.214 1.530
C -5.188 -1.040 0.395
C -6.802 -1.060 0.546
C -7.313 -1.212 2.028
C -8.836 -1.203 2.356
C -9.800 -1.061 1.127
C -9.297 -0.910 -0.335
C -7.766 -0.903 -0.655
O -7.225 -0.729 -1.961
C -1.367 3.181 0.891
B -0.879 3.219 2.461
O -0.075 2.136 3.007
O -1.234 4.267 3.390
H 8.289 0.097 1.193
H 7.739 -1.433 1.602
H 6.493 1.125 1.733
H 5.839 -0.531 2.300
H 4.542 -0.917 0.384
H 5.757 -0.193 -0.806
H 4.694 1.979 -0.783
H 4.552 2.010 1.045
H 2.467 1.129 -1.120
H 2.550 -0.135 0.209
H -0.424 1.961 -3.441
H 0.351 3.472 -3.332
H -5.223 2.449 -2.150
H -3.550 4.365 2.439
H -4.914 4.120 1.243
H -4.992 2.465 3.244
H -3.328 1.690 2.763
H -4.906 1.503 0.295
H -6.176 1.368 1.620
H -3.602 -0.167 1.286
H -4.865 -0.624 -0.636
H -4.760 -2.111 0.436
H -6.601 -1.296 2.918
H -9.241 -1.280 3.431
H -10.915 -1.075 1.356
H -10.024 -0.774 -1.215
H -7.277 -1.551 -2.494
H -0.432 1.276 2.678
H -1.857 3.825 4.026
C 7.171 -5.801 -0.711
O 7.287 -5.717 -2.124
C 6.087 -5.259 -2.742
C 6.184 -3.783 -3.117
O 6.260 -2.956 -1.957
C 7.589 -2.524 -1.685
H 8.172 -5.922 -0.294
H 6.723 -4.900 -0.283
H 6.572 -6.676 -0.440
H 5.221 -5.445 -2.098
H 5.957 -5.845 -3.658
H 5.273 -3.497 -3.654
H 7.035 -3.602 -3.781
H 7.876 -1.744 -2.397
H 8.303 -3.348 -1.727
H 7.611 -2.103 -0.678